18
Properties=species:S:1:pos:R:3:forces:R:3:mulliken_charge:R:1 method="wB97M-V/def2-TZVPD" e_lumo_ev="-4.4 / -4.4" orbital_gap_ev="4.93 / 4.93" total_charge=+1 homo_ev="-9.2798 / -9.2781" max_force_ev_per_a=4.27
O -0.3534 1.9091 -0.2013 2.4635 -0.2428 1.3475 -0.52
C 0.8615 1.7819 -1.1298 -3.0686 1.9624 -2.2361 -0.34
C -0.0496 1.2118 -2.1778 0.4661 -1.6610 -1.9234 0.16
O -0.7510 0.2074 -2.0402 0.9039 1.8109 -0.0174 -0.58
H -0.2677 2.7490 0.2583 0.1781 0.0350 0.2812 0.26
H 1.8571 1.3524 -1.3329 -0.1907 -1.1811 2.4264 0.32
H 1.0959 2.8265 -1.4037 -0.4379 -0.2364 0.0232 0.37
H 0.0396 1.7113 -3.1647 -0.4050 -0.2473 0.0183 0.37
Na -1.7055 0.0858 0.0630 0.2796 -0.4758 0.1456 0.76
C 2.0067 -0.0695 1.2087 -0.2150 -0.9788 0.8954 -1.50
C 0.9768 -0.9190 1.4227 0.2155 0.9324 -0.1258 0.85
C -0.0893 -1.5800 1.5749 -0.1188 -0.0721 0.1978 -0.38
C -1.1977 -2.3662 1.4944 1.1365 -0.4399 -1.0817 0.22
O -2.2258 -2.0940 0.7635 -1.4166 -0.0485 0.3991 -0.79
Na -3.9909 -3.8915 -0.0291 0.6407 0.5916 0.3256 0.92
H 1.9071 0.9333 1.6368 -0.1063 -0.0363 -0.8768 0.28
H 3.0187 -0.4740 1.1189 -0.3012 0.1325 0.3485 0.30
H -1.1326 -3.3743 1.9383 -0.0238 0.1554 -0.1472 0.30